{
  "formula": "C4H5N3O",
  "method": "ωB97M-V/def2-TZVPD",
  "homo_ev": -9.27,
  "gap_ev": 9.1,
  "de_lowest_kcal_mol": 53.8,
  "smiles": "N#C/C(N)=C/C(N)=O",
  "charge": 0,
  "species": ["C", "C", "C", "C", "H", "H", "H", "H", "H", "N", "N", "N", "O"],
  "xyz": [[-1.320328, -0.028094, -0.052267], [0.028715, -0.496418, -0.023926], [1.068556, 0.398004, -0.106061], [2.292950, -0.431482, -0.111063], [-2.020860, -2.147437, 0.312146], [-3.198590, -0.863045, 0.033555], [0.397132, -1.592920, -0.169877], [2.121405, 2.056557, 0.215825], [0.265517, 2.377778, -0.261280], [-2.256400, -1.139657, -0.063192], [1.131640, 1.720545, -0.016009], [3.305017, -0.988530, 0.127222], [-1.814760, 1.134705, 0.114933]],
  "forces_ev_per_angstrom": [[-4.48, -0.57, 2.11], [1.86, -0.17, -1.47], [-0.30, -3.04, 0.55], [3.29, 0.22, 1.32], [-0.38, 3.16, -1.18], [-0.95, 0.25, 0.24], [-1.56, 2.11, 0.34], [-2.51, 0.00, -0.80], [2.65, -2.21, 1.07], [2.55, -1.17, 0.46], [0.44, 2.77, -0.39], [-2.95, 1.38, -1.03], [2.33, -2.74, -1.22]]
}


{
  "formula": "C33H27NO2PS4W",
  "method": "ωB97M-V/def2-TZVPD",
  "homo_ev": [-9.74, -9.73],
  "gap_ev": [4.4, 4.4],
  "de_lowest_kcal_mol": 64.3,
  "charge": 1,
  "species": ["W", "S", "C", "C", "C", "C", "C", "C", "S", "C", "C", "C", "C", "C", "C", "C", "S", "C", "C", "C", "C", "C", "C", "S", "N", "H", "H", "H", "H", "H", "H", "H", "H", "H", "H", "H", "H", "H", "H", "H", "O", "C", "O", "C", "P", "C", "C", "C", "C", "C", "C", "C", "C", "C", "C", "C", "C", "H", "H", "H", "H", "H", "H", "H", "H", "H", "H", "H", "H"],
  "xyz": [[-0.646841, -0.722004, 0.382641], [-2.885658, 0.116240, 0.782954], [-2.757110, 1.352533, 2.026356], [-3.709306, 2.366427, 2.077343], [-3.678965, 3.302677, 3.098790], [-2.696151, 3.242300, 4.075747], [-1.740574, 2.236633, 4.036853], [-1.784434, 1.294451, 3.022444], [-0.621250, -0.061130, 3.045538], [-1.798524, -1.395615, 3.451073], [-1.437629, -2.675400, 2.767800], [-1.764264, -3.853160, 3.398433], [-1.642908, -5.068242, 2.699213], [-1.090768, -5.054661, 1.460476], [-0.615635, -3.832829, 0.889533], [0.164825, -3.878147, -0.233484], [1.665836, -1.267550, 0.872626], [2.508877, 0.250724, 1.129229], [3.851767, 0.212190, 1.500276], [4.550746, 1.386506, 1.710465], [3.916140, 2.610198, 1.536782], [2.589736, 2.656364, 1.142685], [1.872765, 1.478561, 0.948050], [0.180164, 1.601841, 0.463289], [-0.900037, -2.624418, 1.527913], [-4.473724, 2.400353, 1.311751], [-4.433789, 4.076599, 3.132813], [-2.685831, 3.962871, 4.881960], [-0.970318, 2.172625, 4.794211], [-2.772683, -1.063561, 3.098469], [-1.834324, -1.518225, 4.531134], [-2.174652, -3.818806, 4.396781], [-1.982081, -5.989429, 3.152205], [-0.957050, -5.959112, 0.884422], [0.703983, -3.018151, -0.599352], [0.313603, -4.816719, -0.747756], [4.332099, -0.750865, 1.619975], [5.591185, 1.347587, 2.002969], [4.454797, 3.532170, 1.709845], [2.090521, 3.603053, 0.976326], [-2.765495, -2.888072, -2.575742], [-1.954410, -2.136980, -2.114696], [-1.862765, -1.840668, -0.833731], [-0.880465, -1.478837, -3.000938], [0.019735, -0.247241, -1.990115], [-0.635921, 1.310829, -2.675199], [-1.981500, 1.574492, -2.412162], [-2.587198, 2.705706, -2.929352], [-1.850884, 3.591728, -3.703633], [-0.520682, 3.323623, -3.981581], [0.088317, 2.181631, -3.480280], [1.784089, -0.354178, -2.367481], [2.599116, 0.756774, -2.145800], [3.956563, 0.683688, -2.410913], [4.513133, -0.499312, -2.875017], [3.713650, -1.620112, -3.047923], [2.354841, -1.553662, -2.789082], [-1.356221, -0.991833, -3.848848], [-0.238340, -2.270621, -3.383482], [-2.559536, 0.886577, -1.813054], [-3.635571, 2.889844, -2.734839], [-2.317404, 4.483976, -4.099151], [0.051599, 4.001041, -4.601269], [1.118990, 1.972756, -3.729113], [2.169115, 1.670983, -1.757906], [4.576218, 1.557581, -2.259004], [5.570929, -0.550182, -3.095458], [4.145150, -2.550237, -3.392658], [1.752410, -2.444172, -2.910350]],
  "forces_ev_per_angstrom": [[-0.30, -2.36, 1.43], [0.96, 0.11, -0.26], [-0.17, 0.12, 0.07], [0.05, -0.16, -0.09], [0.03, 0.02, 0.04], [-0.07, 0.05, 0.04], [0.01, -0.07, -0.02], [0.20, -0.12, 0.16], [-0.43, -0.16, -0.90], [0.19, 0.20, 0.16], [0.05, -0.29, 0.85], [0.07, 0.46, -0.28], [0.17, -0.22, -0.21], [-0.25, -0.09, 0.22], [0.19, 0.16, -0.18], [0.16, 0.19, 0.17], [-1.30, 0.56, -0.12], [0.19, 0.18, -0.06], [-0.14, -0.12, -0.05], [0.08, 0.06, -0.01], [0.07, -0.02, -0.03], [-0.16, -0.04, -0.06], [0.09, -0.11, 0.15], [-0.25, -0.42, -0.10], [0.05, 1.02, -1.07], [-0.02, 0.06, 0.03], [0.02, 0.02, 0.00], [0.04, 0.03, -0.03], [-0.01, 0.02, 0.02], [-0.03, 0.01, 0.06], [0.00, -0.06, -0.01], [-0.06, 0.00, -0.02], [0.04, -0.03, -0.02], [-0.02, -0.01, 0.01], [0.17, -0.08, 0.10], [-0.19, 0.02, -0.10], [0.04, 0.03, 0.04], [-0.01, 0.00, 0.02], [0.01, 0.00, -0.03], [0.03, 0.03, 0.08], [-0.02, 0.09, 0.31], [0.47, -0.04, -1.03], [0.18, 0.74, 1.02], [-0.09, -0.15, 0.55], [0.04, 0.40, -1.12], [-0.13, -0.05, 0.24], [0.10, 0.00, -0.14], [-0.03, -0.02, 0.00], [0.00, 0.02, 0.00], [0.03, 0.02, -0.06], [0.09, -0.10, 0.03], [-0.06, 0.07, 0.22], [-0.06, -0.03, 0.04], [0.02, 0.04, 0.00], [-0.01, 0.02, 0.03], [0.02, -0.05, -0.02], [-0.07, 0.04, -0.02], [0.01, -0.02, -0.03], [0.01, 0.00, 0.01], [-0.10, 0.00, 0.06], [0.01, 0.02, 0.02], [0.00, 0.00, -0.01], [0.00, 0.00, 0.00], [-0.02, 0.04, -0.03], [0.05, 0.02, -0.06], [0.02, -0.02, 0.03], [0.00, -0.01, 0.01], [0.01, 0.00, 0.01], [0.01, 0.00, -0.06]]
}